1 | Molecular formula: C19H21
Method: DFT, ωB97M-V/def2-TZVPD

Last column: Löwdin charge in e.
Geometry (Å):
C (2.692, 3.683, -1.637)  -0.098
C (2.773, 2.405, -0.876)  -0.148
C (2.095, 1.277, -1.187)  -0.140
C (2.197, 0.077, -0.413)  -0.134
C (1.487, -1.042, -0.691)  -0.179
C (1.706, -2.357, -0.029)  -0.106
H (3.336, 4.416, -1.139)  0.075
H (3.041, 3.577, -2.674)  0.089
H (1.671, 4.089, -1.671)  0.068
H (3.444, 2.400, -0.013)  0.110
H (1.433, 1.259, -2.066)  0.124
H (2.901, 0.079, 0.432)  0.130
H (0.789, -1.029, -1.529)  0.107
H (1.026, -3.095, -0.469)  0.073
H (2.740, -2.720, -0.140)  0.091
H (1.496, -2.304, 1.047)  0.066
C (-0.852, -0.563, 1.286)  0.108
C (-0.958, 0.784, 0.832)  -0.191
C (-0.368, 1.790, 1.669)  0.008
C (-0.332, 3.119, 1.292)  -0.044
C (-0.896, 3.523, 0.071)  -0.027
C (-1.502, 2.568, -0.751)  -0.042
C (-1.539, 1.223, -0.388)  0.010
C (-1.515, -1.757, 0.879)  -0.192
C (-1.356, -2.902, 1.734)  -0.002
C (-1.836, -4.149, 1.376)  -0.041
C (-2.525, -4.319, 0.163)  -0.012
C (-2.737, -3.212, -0.664)  -0.037
C (-2.274, -1.945, -0.309)  0.017
H (-0.290, -0.667, 2.222)  0.135
H (0.066, 1.474, 2.622)  0.128
H (0.127, 3.857, 1.948)  0.122
H (-0.887, 4.574, -0.218)  0.124
H (-1.961, 2.874, -1.692)  0.122
H (-1.999, 0.510, -1.063)  0.094
H (-0.828, -2.764, 2.683)  0.129
H (-1.682, -4.999, 2.040)  0.122
H (-2.910, -5.299, -0.117)  0.125
H (-3.280, -3.330, -1.603)  0.122
H (-2.491, -1.105, -0.958)  0.094

Properties
- Net charge: +1
- E_LUMO: -5.86 eV
- HOMO level: -10.859 eV
- Frontier orbital gap: 4.997 eV


2 | Molecular formula: C19H21
Method: DFT, ωB97M-V/def2-TZVPD

Last column: Löwdin charge in e.
Geometry (Å):
C (2.237, -2.113, -1.811)  -0.052
C (1.010, -2.426, -1.003)  -0.059
C (0.853, -2.228, 0.311)  -0.083
C (-0.351, -2.415, 1.065)  0.031
C (-0.618, -2.157, 2.436)  -0.028
H (2.015, -2.228, -2.882)  0.089
H (2.645, -1.100, -1.669)  0.103
H (3.041, -2.802, -1.535)  0.101
H (0.122, -2.656, -1.619)  0.136
H (1.805, -1.963, 0.889)  0.159
H (-1.143, -2.936, 0.514)  0.140
H (-1.317, -2.794, 2.922)  0.114
H (0.299, -1.947, 3.061)  0.150
C (-1.421, -1.881, 8.932)  -0.048
C (-1.494, -1.397, 7.529)  -0.265
C (-2.617, -1.711, 6.731)  -0.031
C (-2.651, -1.364, 5.390)  -0.003
C (-1.498, -0.786, 4.699)  -0.183
C (-1.478, -0.808, 3.223)  -0.156
C (-1.060, 0.406, 2.520)  -0.213
C (-1.683, 0.693, 1.270)  -0.045
C (-1.074, 1.455, 0.307)  -0.082
C (0.140, 2.115, 0.549)  -0.078
C (0.685, 1.994, 1.819)  -0.062
C (0.034, 1.232, 2.845)  -0.003
C (-0.472, -0.381, 5.551)  -0.021
C (-0.454, -0.700, 6.916)  -0.017
H (-0.509, -1.535, 9.428)  0.082
H (-2.261, -1.504, 9.532)  0.094
H (-1.475, -2.982, 9.008)  0.098
H (-3.429, -2.259, 7.194)  0.119
H (-3.599, -1.549, 4.834)  0.125
H (-2.513, -1.018, 2.885)  0.136
H (-2.653, 0.239, 1.069)  0.121
H (-1.524, 1.563, -0.671)  0.108
H (0.658, 2.669, -0.213)  0.104
H (1.655, 2.491, 2.074)  0.122
H (0.461, 1.298, 3.859)  0.096
H (0.370, 0.168, 5.174)  0.084
H (0.409, -0.448, 7.528)  0.118

Properties
- Net charge: +1
- E_LUMO: -5.92 eV
- HOMO level: -11.689 eV
- Frontier orbital gap: 5.771 eV


The least stable of them is 2.


1 | Molecular formula: C2H5NO3S
Method: DFT, ωB97M-V/def2-TZVPD

Last column: Löwdin charge in e.
Geometry (Å):
C (1.252, -0.555, 0.087)  -0.328
C (0.365, 0.667, 0.357)  -0.585
N (-2.536, -0.007, -1.073)  -0.312
O (-2.571, -0.521, -0.036)  0.128
O (-3.166, 0.106, -2.063)  0.122
O (1.803, -1.057, 1.302)  -0.037
S (-0.215, 1.421, -1.197)  0.694
H (2.018, -0.042, -0.502)  0.099
H (0.802, -1.380, -0.393)  0.102
H (1.026, 1.291, 0.856)  0.051
H (-0.513, 0.363, 0.863)  0.038
H (1.736, -0.286, 1.799)  0.027

Properties
- E_LUMO (spin up / spin down): -1.46 / -2.06 eV
- HOMO level (spin up / spin down): -9.616 / -9.286 eV
- Frontier orbital gap (spin up / spin down): 8.152 / 7.222 eV


2 | Molecular formula: C2H5NO3S
Method: DFT, ωB97M-V/def2-TZVPD

Last column: Löwdin charge in e.
Geometry (Å):
C (-0.320, 0.334, 1.332)  0.022
C (2.437, 0.119, -0.427)  -0.064
N (-0.456, -0.544, 0.582)  -0.225
O (-3.435, 0.896, 1.599)  -0.362
O (-2.860, 0.102, -0.519)  -0.429
O (-0.684, -1.382, -0.352)  0.038
S (-2.687, 1.133, 0.465)  0.848
H (2.403, 0.491, 0.525)  -0.043
H (3.506, -0.059, -0.834)  0.056
H (1.716, -0.803, -0.441)  0.033
H (1.916, 0.722, -1.172)  0.012
H (-1.536, -1.008, -0.758)  0.112

Properties
- E_LUMO: -1.21 eV
- HOMO level: -11.636 eV
- Frontier orbital gap: 10.428 eV


The least stable of them is 1.


1 | Molecular formula: C3H4Cl2O
Method: DFT, ωB97M-V/def2-TZVPD

Last column: Löwdin charge in e.
Geometry (Å):
C (-0.065, -1.576, 0.936)  -0.762
C (0.390, 0.726, -1.091)  -0.176
C (-0.411, 0.510, 0.127)  -0.572
O (0.897, -2.105, 0.505)  0.006
Cl (-1.112, -2.187, 2.102)  0.702
Cl (-0.054, 1.755, 1.375)  0.548
H (1.455, 0.816, -0.774)  0.094
H (0.028, 1.648, -1.569)  0.088
H (0.302, -0.053, -1.808)  0.067
H (-1.429, 0.464, 0.197)  0.004

Properties
- E_LUMO (spin up / spin down): -0.07 / -0.07 eV
- HOMO level (spin up / spin down): -8.972 / -8.972 eV
- Frontier orbital gap (spin up / spin down): 8.906 / 8.905 eV


2 | Molecular formula: C3H4Cl2O
Method: DFT, ωB97M-V/def2-TZVPD

Last column: Löwdin charge in e.
Geometry (Å):
C (0.697, 0.090, -0.743)  -0.349
C (-0.984, -0.907, 0.204)  0.016
C (0.154, 0.664, 0.557)  -1.052
O (-0.157, -0.963, -0.979)  -0.156
Cl (1.355, 0.639, 1.876)  0.567
Cl (-0.643, 2.260, 0.389)  0.566
H (0.640, 0.691, -1.559)  0.068
H (1.796, -0.405, -0.777)  0.165
H (-0.792, -1.602, 0.880)  0.039
H (-2.067, -0.467, 0.154)  0.137

Properties
- E_LUMO: 0.64 eV
- HOMO level: -9.828 eV
- Frontier orbital gap: 10.472 eV


3 | Molecular formula: C3H4Cl2O
Method: DFT, ωB97M-V/def2-TZVPD

Last column: Löwdin charge in e.
Geometry (Å):
C (-1.005, 0.591, -0.154)  -0.142
C (-3.464, -0.195, -0.346)  -1.051
C (0.186, -0.261, -0.352)  -0.052
O (-2.099, -0.197, -0.113)  -0.195
Cl (-4.396, -1.399, 0.535)  0.570
Cl (-4.226, 1.407, -0.230)  0.546
H (-0.980, 1.607, -0.346)  0.089
H (0.320, -0.359, -1.375)  0.059
H (-0.182, -1.203, 0.172)  0.122
H (1.024, 0.138, 0.105)  0.053

Properties
- E_LUMO (spin up / spin down): 0.41 / -0.36 eV
- HOMO level (spin up / spin down): -8.401 / -7.886 eV
- Frontier orbital gap (spin up / spin down): 8.815 / 7.523 eV


The least stable of them is 3.